[1]
The following is a quantum chemistry calculation of a molecular structure, C35H33ClIrN2O3PSi, from the OMol25 dataset.

Atoms and positions in Å:
Ir: 0.899 0.330 -0.156
C: -0.343 1.053 3.431
C: 1.068 0.608 3.206
C: 2.040 0.683 4.184
C: 3.326 0.227 3.891
C: 3.629 -0.281 2.649
C: 2.602 -0.335 1.693
N: 1.356 0.081 2.011
N: 2.667 -0.674 0.375
Si: 3.930 -1.547 -0.464
C: 3.900 -3.305 0.166
C: 5.637 -0.841 -0.158
C: 3.591 -1.519 -2.288
H: -0.438 1.587 4.374
H: -1.002 0.183 3.459
H: -0.666 1.696 2.613
H: 1.799 1.090 5.156
H: 4.101 0.292 4.644
H: 4.630 -0.592 2.392
H: 4.115 -3.344 1.238
H: 4.647 -3.917 -0.347
H: 2.923 -3.763 -0.001
H: 6.052 -1.137 0.807
H: 5.641 0.250 -0.213
H: 6.313 -1.214 -0.931
H: 2.679 -2.062 -2.549
H: 4.424 -1.988 -2.817
H: 3.494 -0.496 -2.650
O: 1.813 1.191 -2.307
C: 0.950 0.318 -2.252
C: 0.124 -0.484 -3.023
C: 0.277 -0.612 -4.440
C: -0.490 -1.513 -5.124
C: -1.444 -2.321 -4.467
C: -1.631 -2.180 -3.101
C: -0.881 -1.267 -2.373
P: -1.066 -0.937 -0.625
C: -2.631 -0.064 -0.352
C: -3.374 0.447 -1.408
C: -4.510 1.202 -1.152
C: -4.900 1.455 0.155
C: -4.161 0.939 1.214
C: -3.031 0.180 0.960
C: -1.274 -2.525 0.218
C: -2.512 -3.157 0.317
C: -2.600 -4.408 0.911
C: -1.462 -5.026 1.411
C: -0.230 -4.392 1.328
C: -0.137 -3.142 0.736
H: 1.016 -0.005 -4.946
H: -0.358 -1.614 -6.194
H: -2.030 -3.036 -5.026
H: -2.375 -2.786 -2.595
H: -3.048 0.272 -2.426
H: -5.086 1.602 -1.976
H: -5.777 2.058 0.351
H: -4.466 1.133 2.234
H: -2.453 -0.223 1.783
H: -3.403 -2.671 -0.060
H: -3.561 -4.900 0.985
H: -1.538 -6.001 1.875
H: 0.656 -4.866 1.731
H: 0.817 -2.629 0.683
Cl: -2.848 8.106 0.849
C: -2.095 6.567 0.547
C: -2.467 5.840 -0.574
C: -1.870 4.612 -0.806
C: -0.904 4.127 0.067
C: -0.538 4.873 1.181
C: -1.138 6.097 1.430
C: -0.293 2.789 -0.182
O: -0.775 2.030 -1.043
O: 0.700 2.432 0.536
H: -3.215 6.234 -1.247
H: -2.150 4.013 -1.661
H: 0.223 4.489 1.847
H: -0.868 6.685 2.296

- Relative energy (zero: lowest compared OMol25 entry of this formula, charge and spin): 3.87 kcal per mole
- Largest force on an atom: 0.0112 Eh/bohr
- HOMO-LUMO gap (alpha / beta): 6.2 / 6.7 eV
- Total energy: -2884.14432 hartree
- 2S+1: 5
- Expectation value of S²: 6.048
- HOMO level (alpha / beta): -5.69 / -8.15 eV

[2]
The following is a quantum chemistry calculation of a molecular structure, C35H33ClN6ORbS, from the OMol25 dataset.

Atoms and positions in Å:
Rb: -1.023 0.436 0.547
C: 3.422 -2.273 2.915
C: 3.549 -1.958 1.565
C: 2.440 -1.955 0.736
C: 1.168 -2.274 1.234
C: 1.050 -2.568 2.594
C: 2.165 -2.573 3.422
N: 0.036 -2.166 0.425
C: -0.143 -3.020 -0.564
C: 0.656 -4.209 -0.746
C: 0.408 -5.108 -1.737
C: -0.640 -4.921 -2.674
C: -1.407 -3.798 -2.571
C: -1.185 -2.832 -1.557
N: -1.938 -1.696 -1.465
N: -2.891 -1.554 -2.286
C: -3.607 -0.354 -2.151
C: -4.579 -0.136 -3.135
C: -5.347 1.009 -3.078
C: -5.127 1.912 -2.046
C: -4.132 1.618 -1.130
N: -3.378 0.521 -1.167
H: 4.289 -2.269 3.563
H: 4.520 -1.700 1.159
H: 2.531 -1.682 -0.310
H: 0.066 -2.777 2.999
H: 2.050 -2.806 4.474
H: 1.462 -4.397 -0.050
H: 1.037 -5.989 -1.805
H: -0.810 -5.643 -3.462
H: -2.200 -3.596 -3.279
H: -4.692 -0.874 -3.916
H: -6.103 1.206 -3.828
H: -5.697 2.827 -1.958
H: -3.925 2.307 -0.317
Cl: 1.925 4.216 -1.417
C: 2.709 2.791 -2.114
C: 4.011 2.939 -2.549
C: 4.673 1.893 -3.178
C: 3.961 0.700 -3.374
C: 2.666 0.553 -2.945
C: 1.939 1.590 -2.255
C: 0.654 1.405 -1.774
H: 4.499 3.895 -2.400
H: 5.694 2.005 -3.517
H: 4.439 -0.135 -3.876
H: 2.150 -0.387 -3.112
H: 0.208 2.182 -1.165
H: 0.121 0.489 -2.013
S: -3.346 -0.723 2.771
C: -3.859 -1.828 1.631
N: -5.036 -1.768 0.976
C: -5.216 -2.842 0.011
C: -3.909 -3.653 0.172
N: -3.212 -2.942 1.240
H: -5.586 -0.930 1.015
H: -5.333 -2.461 -1.004
H: -6.092 -3.444 0.263
H: -3.325 -3.658 -0.744
H: -4.109 -4.685 0.459
H: -2.211 -3.000 1.365
C: 2.420 1.986 1.212
C: 1.429 2.828 1.963
O: 0.240 2.582 2.008
C: 1.965 4.012 2.712
C: 3.223 4.547 2.454
C: 3.675 5.649 3.163
C: 2.879 6.221 4.146
C: 1.621 5.693 4.408
C: 1.166 4.601 3.689
H: 1.979 1.072 0.824
H: 3.284 1.763 1.840
H: 2.770 2.555 0.347
H: 3.843 4.117 1.678
H: 4.650 6.066 2.946
H: 3.234 7.079 4.704
H: 0.996 6.139 5.172
H: 0.185 4.180 3.871

- Relative energy (zero: lowest compared OMol25 entry of this formula, charge and spin): 2.39 kcal per mole
- Largest force on an atom: 0.0119 Eh/bohr
- HOMO-LUMO gap: 4.3 eV
- Total energy: -2639.82481 hartree
- Net charge: -1
- HOMO level: -2.46 eV

[3]
The following is a quantum chemistry calculation of a molecular structure, C35H33F5N8STi, from the OMol25 dataset.

Atoms and positions in Å:
Ti: -0.323 0.377 -0.345
C: 0.708 -3.531 3.150
C: 1.759 -3.061 3.946
C: 2.321 -1.852 3.654
C: 1.795 -1.061 2.595
N: 0.789 -1.543 1.823
C: 0.292 -2.734 2.099
N: 2.374 0.120 2.397
C: 1.799 1.153 1.791
N: 0.515 1.289 1.339
C: 0.252 2.624 1.209
N: -0.950 3.186 1.150
C: -2.045 2.567 0.726
C: -3.296 3.133 1.085
C: -4.459 2.668 0.519
C: -4.371 1.654 -0.439
C: -3.135 1.104 -0.707
N: -1.996 1.487 -0.111
C: 1.449 3.390 1.454
C: 1.769 4.742 1.391
C: 3.062 5.134 1.667
C: 4.039 4.199 2.042
C: 3.732 2.857 2.135
C: 2.445 2.441 1.821
H: 0.250 -4.492 3.335
H: 2.117 -3.658 4.780
H: 3.143 -1.443 4.225
H: -0.485 -3.074 1.424
H: -3.293 3.942 1.798
H: -5.420 3.087 0.790
H: -5.245 1.306 -0.966
H: -3.035 0.302 -1.433
H: 1.009 5.465 1.131
H: 3.343 6.180 1.596
H: 5.045 4.544 2.257
H: 4.475 2.138 2.449
N: 2.293 1.776 -1.382
C: 3.645 1.284 -1.222
C: 3.741 -0.174 -1.674
C: 2.962 -1.097 -0.734
N: 1.534 -0.886 -0.836
H: 2.078 1.919 -2.364
H: 2.163 2.653 -0.891
H: 3.895 1.336 -0.159
H: 4.391 1.888 -1.781
H: 4.792 -0.477 -1.692
H: 3.337 -0.272 -2.686
H: 3.273 -0.889 0.292
H: 3.240 -2.148 -0.963
H: 1.051 -1.299 -0.022
H: 1.165 -1.325 -1.679
N: -1.224 -1.128 -0.309
C: -1.807 -2.207 -0.763
C: -1.072 -3.350 -1.228
C: -1.695 -4.456 -1.750
C: -3.082 -4.546 -1.817
C: -3.832 -3.480 -1.330
C: -3.232 -2.361 -0.810
H: 0.013 -3.321 -1.191
H: -1.088 -5.278 -2.126
H: -3.558 -5.425 -2.241
H: -4.918 -3.533 -1.365
H: -3.839 -1.548 -0.429
C: -3.222 0.016 3.925
S: -2.639 -0.546 2.282
C: -3.072 -2.295 2.501
H: -2.673 -0.501 4.708
H: -4.288 -0.177 4.022
H: -3.028 1.082 3.974
H: -4.124 -2.377 2.773
H: -2.438 -2.743 3.263
H: -2.899 -2.767 1.537
F: -0.525 -1.325 -3.260
C: -0.834 0.001 -3.419
C: -0.471 0.873 -2.368
C: -0.728 2.214 -2.695
F: -0.373 3.150 -1.754
C: -1.284 2.667 -3.870
F: -1.482 3.999 -4.113
C: -1.656 1.738 -4.860
F: -2.220 2.154 -6.034
C: -1.416 0.379 -4.611
F: -1.756 -0.530 -5.571

- Relative energy (zero: lowest compared OMol25 entry of this formula, charge and spin): 32.04 kcal per mole
- Largest force on an atom: 0.0668 Eh/bohr
- HOMO-LUMO gap (alpha / beta): 3.4 / 3.4 eV
- Total energy: -3538.59371 hartree
- Net charge: -2
- HOMO level (alpha / beta): 1.01 / 1.01 eV

[4]
The following is a quantum chemistry calculation of a molecular structure, C35H33N2O7S4SbTeTi, from the OMol25 dataset.

Atoms and positions in Å:
Ti: -0.252 -0.050 -2.173
O: -0.656 -1.690 -2.855
C: -1.821 -2.387 -2.688
C: -3.053 -1.428 -2.683
N: -2.571 -0.061 -2.760
C: -3.252 0.872 -1.890
C: -2.278 2.014 -1.506
O: -2.721 3.065 -1.062
O: -1.055 1.722 -1.656
C: -2.430 0.460 -4.113
C: -1.146 1.335 -4.225
O: -1.202 2.455 -4.685
O: -0.089 0.723 -3.825
H: -0.298 -1.761 -4.711
H: -1.791 -2.945 -1.729
H: -1.932 -3.131 -3.503
H: -3.586 -1.564 -1.741
H: -3.727 -1.665 -3.521
H: -3.511 0.380 -0.946
H: -4.166 1.291 -2.345
H: -3.306 1.058 -4.421
H: -2.299 -0.371 -4.817
S: 3.052 1.107 -5.377
Sb: 2.347 -0.967 -4.706
S: 0.275 -1.680 -5.904
S: 1.956 -1.144 -2.353
S: 3.887 -2.569 -5.294
C: 1.741 -1.989 4.325
C: 1.044 -1.575 3.059
C: -0.225 -2.036 2.745
C: -0.852 -1.666 1.556
C: -2.215 -2.080 1.208
O: -2.981 -1.366 0.562
C: -2.698 -3.420 1.643
C: -4.080 -3.594 1.759
C: -4.614 -4.816 2.109
C: -3.774 -5.895 2.338
C: -2.403 -5.742 2.200
C: -1.864 -4.518 1.848
C: -0.181 -0.813 0.621
O: -0.715 -0.582 -0.515
C: 1.095 -0.277 0.993
C: 1.673 -0.695 2.190
C: 1.771 0.691 0.138
N: 1.295 1.020 -1.014
C: 1.957 1.984 -1.870
C: 2.034 3.402 -1.332
Te: 0.152 4.454 -1.104
C: 0.010 4.040 0.995
C: 0.269 5.043 1.922
C: 0.246 4.777 3.280
C: -0.023 3.495 3.730
C: -0.300 2.493 2.814
C: -0.297 2.770 1.456
C: 3.082 1.203 0.630
C: 4.253 0.792 0.000
C: 5.476 1.267 0.439
C: 5.543 2.142 1.510
C: 4.381 2.537 2.152
C: 3.154 2.073 1.715
H: 1.073 -2.557 4.967
H: 2.093 -1.115 4.873
H: 2.613 -2.603 4.097
H: -0.759 -2.665 3.447
H: -4.714 -2.742 1.564
H: -5.686 -4.929 2.199
H: -4.191 -6.854 2.616
H: -1.753 -6.590 2.363
H: -0.798 -4.414 1.707
H: 2.648 -0.314 2.461
H: 1.405 2.015 -2.816
H: 2.981 1.650 -2.095
H: 2.595 3.980 -2.063
H: 2.553 3.437 -0.376
H: 0.492 6.042 1.571
H: 0.448 5.571 3.989
H: -0.016 3.280 4.792
H: -0.515 1.490 3.159
H: -0.539 1.992 0.750
H: 4.193 0.091 -0.824
H: 6.381 0.947 -0.058
H: 6.498 2.506 1.859
H: 4.425 3.206 2.999
H: 2.244 2.387 2.208

- Relative energy (zero: lowest compared OMol25 entry of this formula, charge and spin): 20.38 kcal per mole
- Largest force on an atom: 0.0479 Eh/bohr
- HOMO-LUMO gap: 5.2 eV
- Total energy: -4940.50634 hartree
- Net charge: -2
- HOMO level: -1.69 eV

Please write out number 2 again, unchanged.
The following is a quantum chemistry calculation of a molecular structure, C35H33ClN6ORbS, from the OMol25 dataset.

Atoms and positions in Å:
Rb: -1.023 0.436 0.547
C: 3.422 -2.273 2.915
C: 3.549 -1.958 1.565
C: 2.440 -1.955 0.736
C: 1.168 -2.274 1.234
C: 1.050 -2.568 2.594
C: 2.165 -2.573 3.422
N: 0.036 -2.166 0.425
C: -0.143 -3.020 -0.564
C: 0.656 -4.209 -0.746
C: 0.408 -5.108 -1.737
C: -0.640 -4.921 -2.674
C: -1.407 -3.798 -2.571
C: -1.185 -2.832 -1.557
N: -1.938 -1.696 -1.465
N: -2.891 -1.554 -2.286
C: -3.607 -0.354 -2.151
C: -4.579 -0.136 -3.135
C: -5.347 1.009 -3.078
C: -5.127 1.912 -2.046
C: -4.132 1.618 -1.130
N: -3.378 0.521 -1.167
H: 4.289 -2.269 3.563
H: 4.520 -1.700 1.159
H: 2.531 -1.682 -0.310
H: 0.066 -2.777 2.999
H: 2.050 -2.806 4.474
H: 1.462 -4.397 -0.050
H: 1.037 -5.989 -1.805
H: -0.810 -5.643 -3.462
H: -2.200 -3.596 -3.279
H: -4.692 -0.874 -3.916
H: -6.103 1.206 -3.828
H: -5.697 2.827 -1.958
H: -3.925 2.307 -0.317
Cl: 1.925 4.216 -1.417
C: 2.709 2.791 -2.114
C: 4.011 2.939 -2.549
C: 4.673 1.893 -3.178
C: 3.961 0.700 -3.374
C: 2.666 0.553 -2.945
C: 1.939 1.590 -2.255
C: 0.654 1.405 -1.774
H: 4.499 3.895 -2.400
H: 5.694 2.005 -3.517
H: 4.439 -0.135 -3.876
H: 2.150 -0.387 -3.112
H: 0.208 2.182 -1.165
H: 0.121 0.489 -2.013
S: -3.346 -0.723 2.771
C: -3.859 -1.828 1.631
N: -5.036 -1.768 0.976
C: -5.216 -2.842 0.011
C: -3.909 -3.653 0.172
N: -3.212 -2.942 1.240
H: -5.586 -0.930 1.015
H: -5.333 -2.461 -1.004
H: -6.092 -3.444 0.263
H: -3.325 -3.658 -0.744
H: -4.109 -4.685 0.459
H: -2.211 -3.000 1.365
C: 2.420 1.986 1.212
C: 1.429 2.828 1.963
O: 0.240 2.582 2.008
C: 1.965 4.012 2.712
C: 3.223 4.547 2.454
C: 3.675 5.649 3.163
C: 2.879 6.221 4.146
C: 1.621 5.693 4.408
C: 1.166 4.601 3.689
H: 1.979 1.072 0.824
H: 3.284 1.763 1.840
H: 2.770 2.555 0.347
H: 3.843 4.117 1.678
H: 4.650 6.066 2.946
H: 3.234 7.079 4.704
H: 0.996 6.139 5.172
H: 0.185 4.180 3.871

- Relative energy (zero: lowest compared OMol25 entry of this formula, charge and spin): 2.39 kcal per mole
- Largest force on an atom: 0.0119 Eh/bohr
- HOMO-LUMO gap: 4.3 eV
- Total energy: -2639.82481 hartree
- Net charge: -1
- HOMO level: -2.46 eV